This record from OMol25 describes an isolated molecule of C20H29N3O3S. The level of theory is the ωB97M-V functional and the def2-TZVPD basis.

Results
net charge = 0
SMILES = CC[C@@H](CC(=O)N(C)[C@@H]1CN(C(=O)/C=C/c2cc(C)no2)CC12CC2)SC
energy relative to the best compared isomer or geometry (same formula, charge and spin) = 252.39 kJ/mol

Cartesian coordinates (Å):
1 C 0.381 -1.089 -6.843
2 C -0.293 -0.892 -5.492
3 C 0.304 0.269 -4.694
4 C -0.601 0.773 -3.561
5 C -0.947 -0.308 -2.549
6 O -1.729 -1.188 -2.884
7 N -0.441 -0.248 -1.279
8 C 0.726 0.523 -0.888
9 C -0.826 -1.336 -0.376
10 C -1.056 -0.856 1.059
11 N 0.198 -1.148 1.754
12 C 0.625 -0.639 2.932
13 O 1.725 -0.925 3.387
14 C -0.307 0.283 3.645
15 C 0.100 0.873 4.765
16 C -0.713 1.782 5.549
17 C -0.469 2.448 6.705
18 C -1.670 3.170 6.947
19 C -1.990 4.085 8.084
20 N -2.547 2.947 6.008
21 O -1.951 2.070 5.120
22 C 1.053 -2.079 1.024
23 C 0.247 -2.406 -0.219
24 C -0.083 -3.830 -0.565
25 C 0.872 -3.041 -1.418
26 S 1.952 -0.226 -4.090
27 C 2.733 1.389 -3.923
28 H -0.076 -1.917 -7.385
29 H 0.286 -0.194 -7.462
30 H 1.444 -1.306 -6.729
31 H -1.359 -0.696 -5.628
32 H -0.243 -1.808 -4.900
33 H 0.468 1.106 -5.380
34 H -0.172 1.665 -3.109
35 H -1.559 1.065 -3.997
36 H 0.878 1.366 -1.550
37 H 0.595 0.911 0.122
38 H 1.629 -0.092 -0.917
39 H -1.735 -1.756 -0.794
40 H -1.297 0.207 1.086
41 H -1.888 -1.407 1.505
42 H -1.304 0.457 3.264
43 H 1.100 0.669 5.128
44 H 0.428 2.429 7.298
45 H -1.150 4.146 8.773
46 H -2.212 5.087 7.719
47 H -2.862 3.727 8.630
48 H 2.012 -1.603 0.802
49 H 1.266 -2.960 1.634
50 H 0.325 -4.605 0.071
51 H -1.065 -4.034 -0.972
52 H 0.529 -2.713 -2.389
53 H 1.926 -3.284 -1.361
54 H 3.744 1.221 -3.556
55 H 2.789 1.891 -4.888
56 H 2.212 2.028 -3.211